Record 1
DFT (ωB97M-V with the def2-TZVPD basis set) results for a molecular structure, C2H5ClNOP.

Computed properties:
- ΔE to the lowest compared entry with this formula, charge and spin (kcal per mole) = 120.71
- orbital gap (eV) = 7.89
- lowest unoccupied orbital energy (eV) = -0.8

CARTESIAN COORDINATES (ANGSTROEM)
C 0.084 -0.449 0.197
C -0.970 -0.346 -0.916
N -2.090 -0.173 -1.319
O 1.411 -0.329 -0.371
P 2.543 0.805 0.164
Cl -3.630 0.511 0.161
H -0.051 0.270 1.132
H -0.119 -1.508 0.471
H -2.609 -0.062 -2.223
H 1.983 1.169 1.507
H 3.448 0.112 1.198

Forces on the atoms, in the same order (eV/Å):
-0.5 0.3 0.1
-1.2 1.0 -0.4
2.4 -0.1 0.2
-0.6 0.3 0.9
0.1 -0.5 2.5
-0.2 0.0 -0.1
-0.1 -1.4 -2.1
0.5 0.6 0.4
0.6 -0.2 1.6
-0.2 0.2 -1.4
-0.8 0.0 -1.6


Record 2
DFT (ωB97M-V with the def2-TZVPD basis set) results for 2 unconnected molecules or ions with the total composition C2H5ClOS.

Computed properties:
- ΔE to the lowest compared entry with this formula, charge and spin (kcal per mole) = 21.42
- orbital gap (eV) = 9.43
- SMILES = O[C@H]1CS1.Cl
- lowest unoccupied orbital energy (eV) = 0.7

CARTESIAN COORDINATES (ANGSTROEM)
O 0.279 0.980 -1.927
C 0.071 0.656 -0.649
C 0.224 -0.720 -0.149
S 1.644 0.142 0.481
H 0.669 0.294 -2.440
H -0.620 1.320 -0.123
H 0.455 -1.574 -0.856
H -0.522 -0.947 0.601
Cl -1.637 -0.110 2.223
H -0.563 -0.041 2.839

Forces on the atoms, in the same order (eV/Å):
-0.6 1.7 -0.1
1.0 -1.4 1.1
-0.6 -1.2 -1.2
-0.2 1.1 -0.2
0.6 -1.1 -0.3
0.5 -0.1 -0.3
-0.4 1.2 0.6
0.4 -0.6 -0.4
-1.9 0.2 0.1
1.4 0.1 0.6


Record 3
DFT (ωB97M-V with the def2-TZVPD basis set) results for a single C2H5ClS molecule.

Computed properties:
- ΔE to the lowest compared entry with this formula, charge and spin (kcal per mole) = 0.98
- orbital gap (eV) = 10.34
- SMILES = C[C@@H](S)Cl
- lowest unoccupied orbital energy (eV) = 0.8

CARTESIAN COORDINATES (ANGSTROEM)
C -0.707 -0.481 -0.361
C 0.604 -0.120 0.300
S 0.859 1.654 0.391
Cl 0.503 -0.744 2.002
H -1.410 0.289 -0.087
H -0.537 -0.497 -1.483
H -1.196 -1.506 0.028
H 1.573 -0.676 -0.027
H 0.310 2.081 -0.763

Forces on the atoms, in the same order (eV/Å):
-0.5 -2.2 -0.8
1.4 -1.8 0.3
0.4 0.7 0.3
0.1 0.3 0.3
-0.4 0.2 -0.1
-0.5 -0.1 1.2
1.5 2.2 -1.1
-2.0 1.1 -0.1
0.0 -0.5 0.0


Record 4
DFT (ωB97M-V with the def2-TZVPD basis set) results for 2 unconnected molecules or ions with the total composition C2H5F2NS.

Computed properties:
- ΔE to the lowest compared entry with this formula, charge and spin (kcal per mole) = 69.89
- orbital gap (spin up / spin down) (eV) = 8.47 / 7.76
- lowest unoccupied orbital energy (spin up / spin down) (eV) = 0.5 / 0.5

CARTESIAN COORDINATES (ANGSTROEM)
C -1.242 1.063 -0.079
C 1.669 0.086 -0.042
N 2.126 -1.167 0.357
F 1.934 0.342 -1.349
F 2.171 1.098 0.705
S -2.141 -0.373 0.172
H -1.004 1.632 0.795
H -1.092 1.443 -1.064
H 2.037 -1.345 1.346
H 1.834 -1.924 -0.243
H -2.220 -0.760 -1.106

Forces on the atoms, in the same order (eV/Å):
0.2 -0.5 0.1
0.1 0.5 -0.3
0.2 0.5 -0.2
-0.1 -0.3 0.5
-0.1 -0.6 -0.1
-0.1 -0.1 0.0
0.1 0.2 0.2
0.1 0.2 -0.3
-0.1 0.0 -0.1
-0.1 0.1 0.1
0.0 0.0 0.0


Record 5
DFT (ωB97M-V with the def2-TZVPD basis set) results for 2 unconnected molecules or ions with the total composition C2H5F2O6P3.

Computed properties:
- ΔE to the lowest compared entry with this formula, charge and spin (kcal per mole) = 28.31
- total charge = -2
- orbital gap (eV) = 5.66
- lowest unoccupied orbital energy (eV) = 5.4

CARTESIAN COORDINATES (ANGSTROEM)
C 4.270 -1.652 -0.231
C -5.072 -0.625 -0.627
O -5.444 1.451 0.760
O -1.434 0.978 -0.347
O -5.185 -0.862 1.885
O 1.837 -2.625 0.876
O 3.254 -0.696 0.011
O 0.463 -0.806 -0.443
F -5.009 -2.046 -0.874
F -5.800 -0.245 -1.789
P -6.171 -0.096 0.811
P -0.924 -0.257 -0.946
P 1.828 -1.178 0.900
H 4.949 -1.539 0.640
H 4.870 -1.714 -1.177
H 3.843 -2.615 -0.108
H -4.619 -1.401 1.319
H -4.563 1.386 0.340

Forces on the atoms, in the same order (eV/Å):
0.5 0.1 1.3
-0.3 -0.2 -0.8
-1.1 -0.6 0.2
0.1 0.7 0.5
-0.5 -0.5 0.7
0.0 -2.8 0.1
-0.4 0.3 -0.8
0.0 0.2 -0.1
-0.3 0.0 0.7
0.0 0.4 -0.4
1.5 1.4 -0.5
0.8 -1.0 -0.3
0.1 2.9 -0.5
0.4 -0.2 -0.6
-0.9 1.0 0.4
-0.4 -1.2 0.0
0.7 -0.1 0.1
-0.1 -0.5 -0.1


Record 6
DFT (ωB97M-V with the def2-TZVPD basis set) results for a single C2H5F2OP molecule.

Computed properties:
- ΔE to the lowest compared entry with this formula, charge and spin (kcal per mole) = 51.77
- orbital gap (eV) = 10.70
- SMILES = OCCP(F)F
- lowest unoccupied orbital energy (eV) = 0.8

CARTESIAN COORDINATES (ANGSTROEM)
O -2.086 -0.439 -0.528
C -0.949 0.333 -0.163
C 0.204 -0.480 0.544
P 1.698 -0.078 -0.440
F 2.892 -0.754 0.485
F 1.843 1.468 0.024
H -2.016 -0.281 -1.421
H -1.353 0.997 0.517
H -0.610 0.842 -0.982
H -0.069 -1.585 0.450
H 0.445 -0.022 1.515

Forces on the atoms, in the same order (eV/Å):
0.7 -0.6 1.9
-0.1 -2.5 2.7
-0.2 0.0 -1.2
1.0 -0.5 0.3
-1.3 0.8 -0.6
-0.1 -0.7 0.1
-1.0 -0.4 -3.4
-0.2 1.9 1.5
1.0 1.5 -2.3
0.6 1.5 0.7
-0.5 -0.9 0.2


Record 7
DFT (ωB97M-V with the def2-TZVPD basis set) results for 2 unconnected molecules or ions with the total composition C2H5F3N2S2.

Computed properties:
- ΔE to the lowest compared entry with this formula, charge and spin (kcal per mole) = 12.05
- orbital gap (spin up / spin down) (eV) = 7.76 / 7.79
- SMILES = FC(F)(F)/C=[NH+]/[S-].NS
- lowest unoccupied orbital energy (spin up / spin down) (eV) = -1.0 / -1.0

CARTESIAN COORDINATES (ANGSTROEM)
F 3.182 -0.745 1.395
C 2.651 -0.745 0.185
F 1.498 -1.400 0.268
F 3.416 -1.547 -0.533
C 2.669 0.676 -0.284
N 2.298 1.655 0.531
S 2.297 3.278 0.273
H 2.965 0.810 -1.278
H 2.326 1.352 1.469
N -2.528 -1.372 -0.428
S -2.015 -0.041 0.456
H -3.501 -1.527 -0.222
H -2.485 -1.143 -1.399
H -1.069 -0.658 1.164

Forces on the atoms, in the same order (eV/Å):
0.4 -0.1 2.1
0.5 -0.2 0.3
-1.2 0.5 0.0
0.8 0.0 -1.3
-1.6 0.3 1.1
2.0 -1.4 -2.4
-0.3 0.4 -0.1
0.1 0.7 -1.3
-0.7 -0.3 1.6
-0.5 -0.5 -0.2
0.3 1.0 0.6
-0.2 -0.3 0.1
0.2 -0.1 -0.7
0.2 -0.1 0.1


Record 8
DFT (ωB97M-V with the def2-TZVPD basis set) results for a molecular structure, C2H5F3NO2S.

Computed properties:
- total charge = +1
- orbital gap (eV) = 12.03
- lowest unoccupied orbital energy (eV) = -5.9

CARTESIAN COORDINATES (ANGSTROEM)
C -2.190 -0.310 0.594
C -0.739 0.060 0.929
N 2.860 0.544 -0.649
O 0.470 1.432 -1.015
O -0.301 -0.900 -1.554
F 1.829 -0.508 0.014
F 2.846 0.041 -1.805
F 3.894 0.053 -0.001
S -0.057 0.180 -0.687
H -2.322 0.434 -0.213
H -2.279 -1.310 0.154
H -2.914 -0.193 1.371
H -0.272 -0.663 1.637
H -0.825 1.140 1.226

Forces on the atoms, in the same order (eV/Å):
0.5 0.0 -2.0
-1.4 0.4 1.5
-0.6 -0.3 2.8
-0.5 0.8 -0.4
-0.1 0.4 0.2
-0.3 0.6 -0.1
0.9 -0.7 -2.1
0.7 0.2 -0.7
1.1 -1.4 0.3
-1.6 -0.4 0.2
0.0 0.3 0.2
-0.1 0.4 0.7
0.4 0.9 -0.8
0.9 -1.0 0.3


Record 9
DFT (ωB97M-V with the def2-TZVPD basis set) results for a molecular structure, C2H5FN2O.

Computed properties:
- ΔE to the lowest compared entry with this formula, charge and spin (kcal per mole) = 104.71
- orbital gap (eV) = 9.99
- lowest unoccupied orbital energy (eV) = 0.6

CARTESIAN COORDINATES (ANGSTROEM)
C -0.745 0.002 0.079
C 0.196 -1.151 0.393
H 1.714 0.627 -0.050
H -0.731 1.914 -0.560
H -2.273 0.604 -0.240
H -0.245 -2.120 -0.173
H 0.502 -1.276 1.565
N -0.148 1.018 -0.366
N -1.982 -0.385 0.002
O 0.930 1.526 0.355
F 1.311 -1.055 -0.408

Forces on the atoms, in the same order (eV/Å):
-2.0 -8.1 1.9
-1.0 -3.2 0.9
-2.8 4.1 2.0
0.9 -2.3 0.0
-1.9 -1.3 0.1
0.2 2.0 2.5
-0.8 0.2 -3.0
-0.2 8.5 -2.4
0.9 3.7 -0.3
4.6 -4.7 -1.6
2.1 0.9 -0.1


Record 10
DFT (ωB97M-V with the def2-TZVPD basis set) results for a single C2H5FO molecule.

Computed properties:
- ΔE to the lowest compared entry with this formula, charge and spin (kcal per mole) = 72.10
- orbital gap (eV) = 11.82
- SMILES = CCOF
- lowest unoccupied orbital energy (eV) = 1.0

CARTESIAN COORDINATES (ANGSTROEM)
C -0.980 0.415 0.000
C 0.281 -0.441 0.000
O 1.327 0.490 0.000
F 2.576 -0.178 0.000
H -1.002 1.044 0.885
H -0.997 1.050 -0.881
H -1.852 -0.232 -0.005
H 0.323 -1.074 -0.895
H 0.323 -1.075 0.895

Forces on the atoms, in the same order (eV/Å):
0.4 0.0 0.0
-0.4 -0.8 0.0
0.2 1.0 0.0
-0.2 -0.4 0.0
-0.1 0.0 0.1
-0.1 0.0 -0.1
-0.1 -0.1 0.0
0.1 0.1 0.1
0.1 0.1 -0.1


no.,energy (eV)
1,-27499.5650
2,-27558.9940
3,-25512.2158
4,-19912.1683
5,-47743.6341
6,-18927.0031
7,-34956.2101
8,-26711.9287
9,-9895.2596
10,-6916.4838